Record 1
Entry from the OMol25 dataset: a structure of composition C29H18F9N7PRh (ωB97M-V/def2-TZVPD).

Calculated values
E: -77535.0560 eV
relative energy (zero: lowest compared OMol25 entry of this formula, charge and spin): 0.0 kJ/mol
⟨S²⟩: 6.038
HOMO (alpha / beta): -14.2 / -14.9 eV

```
! wB97M-V def2-TZVPD RIJCOSX def2/J DEFGRID3
* xyz 2 5
Rh -0.49022 0.58686 0.46542
N 0.29743 1.71217 4.39552
C 0.21340 0.39058 4.77534
C 0.00137 -0.31905 3.63739
N -0.03014 0.54627 2.56875
C 0.14935 1.76583 3.06269
C 0.13819 2.91104 2.16196
N -0.12728 2.72380 0.87660
C -0.06107 3.95732 0.27740
C 0.25171 4.88922 1.21628
N 0.37159 4.21145 2.40847
H 0.43471 2.48594 5.02681
H 0.31262 0.09587 5.80451
H -0.11637 -1.38096 3.51615
H -0.24545 4.09373 -0.77346
H 0.39948 5.95250 1.15856
H 0.60966 4.63490 3.29149
N 1.09723 -0.00223 -0.92553
C 2.16381 -0.22972 -1.30622
N 3.29370 -0.47319 -1.92040
C 4.39807 -0.70710 -1.34604
N 5.43447 -0.97487 -0.83998
F -6.56533 2.07852 5.17807
C -5.24129 2.23260 5.13436
F -4.71676 1.54901 6.16403
F -4.96382 3.52665 5.32689
C -4.67701 1.72625 3.82652
C -4.03594 2.59000 2.94896
C -3.50743 2.09465 1.76990
C -3.63262 0.73762 1.46423
C -4.30117 -0.11829 2.33839
C -4.82092 0.37939 3.52067
P -2.81241 0.14079 -0.01877
C -3.10856 -1.61491 -0.25474
C -2.53636 -2.52840 0.63163
C -2.70847 -3.88785 0.43983
C -3.44419 -4.33532 -0.64794
C -4.01214 -3.43512 -1.54068
C -3.84333 -2.07431 -1.34916
C -3.65729 -5.81609 -0.87825
F -2.87524 -6.55638 -0.08758
F -3.38904 -6.14136 -2.14778
F -4.92940 -6.14840 -0.63168
C -3.38794 1.07340 -1.43412
C -4.69053 1.56858 -1.49789
C -5.11008 2.25232 -2.62544
C -4.23186 2.43602 -3.68581
C -2.93517 1.94293 -3.63218
C -2.51269 1.26349 -2.50220
C -4.71482 3.14832 -4.93047
F -5.36127 2.29242 -5.73054
F -5.55574 4.14003 -4.62320
F -3.69538 3.66756 -5.62140
H -3.95968 3.64214 3.18350
H -3.01110 2.77172 1.08274
H -4.42663 -1.16517 2.09796
H -5.34375 -0.27799 4.20230
H -1.95656 -2.18488 1.48208
H -2.26706 -4.59750 1.12515
H -4.58068 -3.79549 -2.38739
H -4.28455 -1.37933 -2.05095
H -5.37332 1.43102 -0.66886
H -6.11559 2.64631 -2.68091
H -2.26116 2.09535 -4.46331
H -1.50007 0.87408 -2.46764
*
```

Mulliken atomic charge list, values in e, 8 entries: atom 1 (Rh): 0.573, atom 2 (N): -0.131, atom 3 (C): -0.548, atom 4 (C): -0.604, atom 5 (N): 0.132, atom 6 (C): 0.312, atom 7 (C): 0.210, atom 8 (N): 0.226

---

Record 2
Entry from the OMol25 dataset: a structure of composition C29H19BrMoN5O4 (ωB97M-V/def2-TZVPD).

Calculated values
E: -117913.7937 eV
relative energy (zero: lowest compared OMol25 entry of this formula, charge and spin): 80.6 kJ/mol
⟨S²⟩: 2.015
HOMO (alpha / beta): -10.6 / -10.6 eV

```
! wB97M-V def2-TZVPD RIJCOSX def2/J DEFGRID3
* xyz 1 3
Mo 1.66822 0.79656 -1.16100
O -0.33677 0.12956 2.78753
C -0.61977 1.42998 3.03750
C -1.33099 1.69080 4.20508
C -1.68935 2.98211 4.52652
C -1.34305 4.04864 3.69469
C -0.61920 3.80155 2.55375
C -0.23886 2.49593 2.20735
C 0.55814 2.29642 1.00458
O 0.75679 1.05180 0.56365
N 1.11730 3.29424 0.39454
N 1.86208 2.83068 -0.69136
C 2.54825 3.72411 -1.30589
C 3.54457 3.44228 -2.31422
C 4.26811 4.49135 -2.88414
C 5.30294 4.23428 -3.75905
C 5.63259 2.92005 -4.07622
C 4.91417 1.86066 -3.54133
C 3.87737 2.14204 -2.68374
O 3.10504 1.11236 -2.17568
H 0.13064 0.06302 1.94139
H -1.59594 0.85323 4.83761
H -2.24756 3.16657 5.43635
H -1.64190 5.05790 3.94343
H -0.32783 4.60940 1.89656
H 2.41184 4.75116 -0.97868
H 4.00287 5.51181 -2.63314
H 5.85796 5.05257 -4.19588
H 6.45250 2.71619 -4.75277
H 5.14258 0.83227 -3.78576
Br -5.01631 -2.06851 4.46863
C -4.39028 -2.99208 2.94768
C -3.02384 -3.08360 2.72381
C -2.56809 -3.71334 1.57986
C -3.47077 -4.26579 0.67557
C -4.82627 -4.23755 0.95203
C -5.29520 -3.57437 2.07969
N -3.06106 -4.98714 -0.51419
N -2.17174 -4.56720 -1.27568
C -1.75129 -3.19015 -1.29697
C -2.60675 -2.12849 -1.40733
C -2.14658 -0.80447 -1.56451
C -0.80798 -0.53374 -1.53581
O -0.25065 0.68419 -1.74082
C 0.07074 -1.61768 -1.36482
N 1.39926 -1.28242 -1.34643
C 2.31131 -2.24892 -1.37197
C 1.96114 -3.59585 -1.41034
C 0.63223 -3.95047 -1.38228
C -0.35904 -2.95095 -1.36022
H -2.32504 -2.66164 3.43313
H -1.50369 -3.80411 1.40934
H -5.51406 -4.70666 0.25785
H -6.35567 -3.52426 2.28616
H -3.67206 -2.31816 -1.41228
H -2.84358 0.01104 -1.71007
H 3.34854 -1.94074 -1.35578
H 2.73954 -4.34437 -1.45863
H 0.33445 -4.99209 -1.39730
*
```

Mulliken atomic charge list, values in e, 8 entries: atom 1 (Mo): 1.403, atom 2 (O): -0.680, atom 3 (C): 0.440, atom 4 (C): -0.698, atom 5 (C): -0.346, atom 6 (C): -0.786, atom 7 (C): -0.507, atom 8 (C): 0.245

---

Record 3
Entry from the OMol25 dataset: a structure of composition C29H20Br3FeN4O3S2 (ωB97M-V/def2-TZVPD).

Calculated values
E: -308689.1935 eV
relative energy (zero: lowest compared OMol25 entry of this formula, charge and spin): 13.8 kJ/mol
⟨S²⟩: 8.796
HOMO (alpha / beta): -2.2 / -2.4 eV

```
! wB97M-V def2-TZVPD RIJCOSX def2/J DEFGRID3
* xyz -2 6
Fe 0.99588 -0.27928 -0.37842
Br -0.26361 -0.15332 -5.47970
C -1.22935 -0.99314 -4.07939
C -2.45152 -1.60333 -4.37076
C -3.19496 -2.19383 -3.38664
Br -4.85693 -3.00810 -3.85252
C -2.74965 -2.19503 -2.04243
C -3.44607 -2.74884 -0.94672
C -2.90837 -2.66445 0.30735
C -1.67144 -2.02300 0.48664
N -1.00330 -1.49807 -0.51215
C -1.50872 -1.57812 -1.76155
C -0.68233 -0.95385 -2.78757
O 0.41265 -0.41286 -2.47087
H -2.80818 -1.60168 -5.39190
H -4.39848 -3.23466 -1.11295
H -3.42078 -3.08188 1.16406
H -1.21375 -1.93380 1.46442
C -1.39231 2.05753 -1.36369
N -0.05088 2.04282 -0.81543
C 0.00569 2.84490 0.39643
C 0.92711 2.51963 -1.79627
C 2.34383 2.27445 -1.32921
C 3.31057 3.25584 -1.52718
C 4.62286 3.03794 -1.12486
C 4.94834 1.83318 -0.51831
C 3.96553 0.86430 -0.32524
C 2.63537 1.04063 -0.71907
H -1.73954 3.08506 -1.57715
H -2.08626 1.60285 -0.65294
H -1.42211 1.48937 -2.29323
H -0.19495 3.90905 0.17651
H 0.99051 2.75633 0.85326
H -0.73814 2.48613 1.10701
H 0.76288 3.59213 -2.01004
H 0.75224 1.95782 -2.71659
H 3.03716 4.19979 -1.99421
H 5.37782 3.80272 -1.27630
H 5.96767 1.65067 -0.19079
H 4.24991 -0.06937 0.15339
S 1.71774 -2.36996 1.23936
C 2.18488 -3.73483 0.38366
C 2.18192 -4.98835 1.09035
N 2.18403 -5.98293 1.67281
C 2.60060 -3.73022 -0.97034
S 2.71161 -2.35713 -1.91205
C 2.97277 -4.99109 -1.56485
N 3.26785 -5.98870 -2.06015
Br -4.82425 0.86597 3.26891
C -3.03916 1.01502 3.92654
C -2.84238 1.42381 5.23423
C -1.53886 1.52865 5.70408
C -0.46748 1.22815 4.87645
C -0.68286 0.81851 3.56680
C -1.98334 0.71249 3.08620
C 0.51189 0.49831 2.66122
O 1.63565 0.64800 3.12627
O 0.17254 0.12772 1.49330
H -3.68766 1.65406 5.86844
H -1.36727 1.84779 6.72531
H 0.55757 1.29979 5.21556
H -2.14017 0.39841 2.06290
*
```

Mulliken atomic charge list, values in e, 8 entries: atom 1 (Fe): 0.213, atom 2 (Br): -0.237, atom 3 (C): 0.007, atom 4 (C): -0.439, atom 5 (C): 0.080, atom 6 (Br): -0.308, atom 7 (C): 0.604, atom 8 (C): -0.812

---

Copy entry 2 word for word.
Entry from the OMol25 dataset: a structure of composition C29H19BrMoN5O4 (ωB97M-V/def2-TZVPD).

Calculated values
E: -117913.7937 eV
relative energy (zero: lowest compared OMol25 entry of this formula, charge and spin): 80.6 kJ/mol
⟨S²⟩: 2.015
HOMO (alpha / beta): -10.6 / -10.6 eV

```
! wB97M-V def2-TZVPD RIJCOSX def2/J DEFGRID3
* xyz 1 3
Mo 1.66822 0.79656 -1.16100
O -0.33677 0.12956 2.78753
C -0.61977 1.42998 3.03750
C -1.33099 1.69080 4.20508
C -1.68935 2.98211 4.52652
C -1.34305 4.04864 3.69469
C -0.61920 3.80155 2.55375
C -0.23886 2.49593 2.20735
C 0.55814 2.29642 1.00458
O 0.75679 1.05180 0.56365
N 1.11730 3.29424 0.39454
N 1.86208 2.83068 -0.69136
C 2.54825 3.72411 -1.30589
C 3.54457 3.44228 -2.31422
C 4.26811 4.49135 -2.88414
C 5.30294 4.23428 -3.75905
C 5.63259 2.92005 -4.07622
C 4.91417 1.86066 -3.54133
C 3.87737 2.14204 -2.68374
O 3.10504 1.11236 -2.17568
H 0.13064 0.06302 1.94139
H -1.59594 0.85323 4.83761
H -2.24756 3.16657 5.43635
H -1.64190 5.05790 3.94343
H -0.32783 4.60940 1.89656
H 2.41184 4.75116 -0.97868
H 4.00287 5.51181 -2.63314
H 5.85796 5.05257 -4.19588
H 6.45250 2.71619 -4.75277
H 5.14258 0.83227 -3.78576
Br -5.01631 -2.06851 4.46863
C -4.39028 -2.99208 2.94768
C -3.02384 -3.08360 2.72381
C -2.56809 -3.71334 1.57986
C -3.47077 -4.26579 0.67557
C -4.82627 -4.23755 0.95203
C -5.29520 -3.57437 2.07969
N -3.06106 -4.98714 -0.51419
N -2.17174 -4.56720 -1.27568
C -1.75129 -3.19015 -1.29697
C -2.60675 -2.12849 -1.40733
C -2.14658 -0.80447 -1.56451
C -0.80798 -0.53374 -1.53581
O -0.25065 0.68419 -1.74082
C 0.07074 -1.61768 -1.36482
N 1.39926 -1.28242 -1.34643
C 2.31131 -2.24892 -1.37197
C 1.96114 -3.59585 -1.41034
C 0.63223 -3.95047 -1.38228
C -0.35904 -2.95095 -1.36022
H -2.32504 -2.66164 3.43313
H -1.50369 -3.80411 1.40934
H -5.51406 -4.70666 0.25785
H -6.35567 -3.52426 2.28616
H -3.67206 -2.31816 -1.41228
H -2.84358 0.01104 -1.71007
H 3.34854 -1.94074 -1.35578
H 2.73954 -4.34437 -1.45863
H 0.33445 -4.99209 -1.39730
*
```

Mulliken atomic charge list, values in e, 8 entries: atom 1 (Mo): 1.403, atom 2 (O): -0.680, atom 3 (C): 0.440, atom 4 (C): -0.698, atom 5 (C): -0.346, atom 6 (C): -0.786, atom 7 (C): -0.507, atom 8 (C): 0.245

---

Q: Number 1 is which compound?
A: C29H18F9N7PRh